{"formula": "C4H11N2O", "method": "wB97M-V/def2-TZVPD", "symbols": ["C", "C", "C", "N", "H", "H", "H", "H", "H", "H", "H", "H", "C", "N", "O", "H", "H", "H"], "coordinates": [[1.39113, 1.31487, -0.71722], [1.59603, 0.78639, 0.69662], [-0.21438, 0.12946, 2.17418], [0.45922, -0.03833, 1.11625], [1.37975, 0.51197, -1.44737], [0.46860, 1.89639, -0.77632], [2.21032, 1.98597, -0.96171], [2.47743, 0.14849, 0.75295], [1.70776, 1.59871, 1.41055], [-0.98501, -0.58518, 2.43208], [0.05075, 0.93154, 2.85234], [0.11041, -0.83601, 0.49215], [-1.58685, -1.85758, -1.06460], [-2.02351, -0.70213, -1.57258], [-0.65743, -1.99327, -0.27350], [-2.16134, -2.73010, -1.38925], [-1.52979, 0.15812, -1.40063], [-2.69308, -0.71930, -2.32395]], "lowdin_charge": [-0.06, -0.18, 0.17, 0.02, 0.08, 0.08, 0.09, 0.14, 0.13, 0.12, 0.12, 0.10, -0.33, 0.17, -0.01, 0.15, 0.10, 0.12], "homo_ev": -14.75, "molar_mass_g_mol": 103.1, "total_charge": 1, "homo_lumo_gap_ev": 10.5, "energy_ha": -343.526367}

---

{"formula": "C4H11N2O", "method": "wB97M-V/def2-TZVPD", "symbols": ["C", "C", "O", "H", "H", "H", "H", "C", "N", "C", "N", "H", "H", "H", "H", "H", "H", "H"], "coordinates": [[0.34140, 1.06750, -1.87812], [1.30255, 0.15939, -1.83346], [2.10806, 0.00229, -0.74348], [-0.28774, 1.08922, -2.75262], [0.27417, 1.81542, -1.10139], [1.42999, -0.56265, -2.63892], [3.00668, -0.22147, -1.01479], [-0.64407, 1.05419, 2.08194], [-0.85725, -1.86446, -0.12254], [-1.13589, -0.78460, 0.56010], [-0.45086, -0.32258, 1.57037], [-0.17909, 1.11453, 3.05832], [-1.70301, 1.24745, 2.16638], [-0.14199, 1.75667, 1.42984], [-0.04866, -2.44647, 0.05799], [-1.40464, -2.08766, -0.93721], [-2.02076, -0.22000, 0.29415], [0.41111, -0.79678, 1.80345]], "lowdin_charge": [0.01, -0.30, -0.02, 0.06, 0.06, 0.12, 0.11, 0.00, 0.20, -0.17, 0.04, 0.10, 0.10, 0.09, 0.15, 0.14, 0.17, 0.16], "homo_ev": -12.90, "molar_mass_g_mol": 103.1, "total_charge": 1, "homo_lumo_gap_ev": 9.6, "energy_ha": -343.501394}

---

{"formula": "C4H11N2O", "method": "wB97M-V/def2-TZVPD", "symbols": ["C", "C", "C", "N", "C", "N", "O", "H", "H", "H", "H", "H", "H", "H", "H", "H", "H", "H"], "coordinates": [[-2.17021, 0.10213, 0.28788], [-0.77546, -0.67864, 0.32470], [0.29298, 0.41605, 0.06829], [0.19338, 1.11774, -1.25056], [1.69412, -0.15980, 0.15250], [2.04708, -1.19336, 0.91435], [2.46497, 0.29484, -0.70305], [-2.35971, 0.60550, -0.66514], [-2.11923, 0.88276, 1.06882], [-3.04152, -0.45600, 0.61625], [-0.46871, -1.18455, 1.23457], [-0.95558, -1.41218, -0.47359], [0.04888, 1.19687, 0.78766], [-0.26649, 2.02435, -1.27655], [-0.24655, 0.48430, -1.92042], [1.21174, 1.14160, -1.52377], [1.41154, -1.86179, 1.30841], [3.03878, -1.31981, 1.04966]], "lowdin_charge": [-0.07, -0.15, -0.22, 0.22, -0.45, 0.22, 0.05, 0.07, 0.08, 0.08, 0.11, 0.13, 0.16, 0.18, 0.17, 0.15, 0.11, 0.14], "homo_ev": -14.87, "molar_mass_g_mol": 103.1, "smiles": "CC[C@H]([NH3+])C(N)=O", "total_charge": 1, "homo_lumo_gap_ev": 11.6, "energy_ha": -343.521591}

---

{"formula": "C4H11N2O", "method": "wB97M-V/def2-TZVPD", "symbols": ["N", "C", "O", "C", "C", "C", "N", "H", "H", "H", "H", "H", "H", "H", "H", "H", "H", "H"], "coordinates": [[2.24048, -0.86458, 1.12828], [0.93620, -0.98324, 0.78053], [0.67302, -1.82481, -0.08787], [-0.11315, -0.08507, 1.35614], [-0.55349, 1.09325, 0.34043], [-1.37678, 0.66041, -0.89059], [-0.56419, -0.01040, -1.98109], [2.85429, -1.63497, 0.90673], [2.48137, -0.40103, 1.99430], [-0.76842, -0.72111, 1.98056], [0.28054, 0.54281, 2.17523], [-1.20887, 1.80243, 0.86381], [0.40290, 1.55882, 0.08827], [-1.99917, 1.44133, -1.28768], [-2.12598, -0.08586, -0.58926], [-1.16439, -0.60226, -2.55723], [-0.19777, 0.73805, -2.57103], [0.20344, -0.62373, -1.64953]], "lowdin_charge": [0.18, -0.54, 0.01, -0.09, -0.12, -0.13, 0.20, 0.13, 0.12, 0.14, 0.12, 0.12, 0.12, 0.12, 0.14, 0.17, 0.17, 0.14], "homo_ev": -13.96, "molar_mass_g_mol": 103.1, "smiles": "NC(=O)CCC[NH3+]", "total_charge": 1, "homo_lumo_gap_ev": 10.7, "energy_ha": -343.534542}

---

{"formula": "C4H11N2O", "method": "wB97M-V/def2-TZVPD", "symbols": ["O", "C", "C", "C", "C", "N", "N", "H", "H", "H", "H", "H", "H", "H", "H", "H", "H", "H"], "coordinates": [[-1.31872, -0.18837, -1.35850], [-0.39799, 0.38358, -0.85934], [0.50658, -0.30074, 0.14233], [1.54417, 0.38601, 0.79310], [2.92891, 0.22536, 0.02655], [3.34724, -1.17816, -0.01216], [-5.64226, 0.12751, 0.40532], [-0.12357, 1.44034, -1.05818], [0.22398, -1.32085, 0.40715], [1.64960, -0.02937, 1.80135], [1.35388, 1.45453, 0.84261], [3.65174, 0.79649, 0.59629], [2.78807, 0.64239, -0.96758], [2.58314, -1.81307, -0.20460], [3.98086, -1.31073, -0.79773], [-6.25000, 0.93263, 0.33495], [-4.74548, 0.37540, 0.01614], [-6.08015, -0.62295, -0.10771]], "lowdin_charge": [0.19, -0.17, 0.19, -0.12, -0.18, 0.03, 0.01, 0.15, 0.17, 0.16, 0.15, 0.13, 0.12, 0.07, 0.10, 0.01, -0.02, 0.00], "homo_ev": -12.10, "molar_mass_g_mol": 103.1, "total_charge": 1, "homo_lumo_gap_ev": 3.5, "energy_ha": -343.358654}

---

{"formula": "C4H11N2O", "method": "wB97M-V/def2-TZVPD", "symbols": ["C", "C", "N", "C", "C", "N", "O", "H", "H", "H", "H", "H", "H", "H", "H", "H", "H", "H"], "coordinates": [[-0.54563, 1.17690, -2.39710], [0.51434, 0.79569, -1.46841], [0.03824, 0.73867, 0.02747], [0.53962, -0.46764, 0.76160], [-0.46303, -1.01687, 1.82186], [-0.23192, -2.08106, 2.65006], [-1.49021, -0.34740, 1.92739], [-0.18746, 2.14826, -2.68104], [-1.56872, 1.40153, -2.07226], [-0.52581, 0.56759, -3.22877], [0.87666, -0.27627, -1.63157], [1.48577, 1.31658, -1.66670], [0.62977, 1.53088, 0.52349], [-0.99726, 0.81635, 0.14336], [1.57648, -0.12973, 1.18721], [0.81677, -1.31457, 0.02355], [0.65235, -2.52003, 2.79958], [-1.11996, -2.33887, 3.28028]], "lowdin_charge": [-0.07, -0.17, 0.04, -0.07, -0.49, 0.16, 0.04, 0.09, 0.11, 0.07, 0.13, 0.15, 0.23, 0.17, 0.17, 0.15, 0.10, 0.20], "homo_ev": -14.38, "molar_mass_g_mol": 103.1, "smiles": "CC[NH2+]CC(N)=O", "total_charge": 1, "homo_lumo_gap_ev": 10.9, "energy_ha": -343.477058}

---

{"formula": "C4H11N2O", "method": "wB97M-V/def2-TZVPD", "symbols": ["C", "C", "C", "C", "N", "N", "O", "H", "H", "H", "H", "H", "H", "H", "H", "H", "H", "H"], "coordinates": [[0.55733, -0.52227, 0.28907], [-0.91210, 1.82943, -1.54680], [0.11502, -0.08587, 1.64179], [-0.62223, 0.50184, -2.08427], [1.30767, -1.56700, 0.25953], [0.75734, -0.86167, 2.69345], [-1.58567, -0.34476, -2.19925], [-0.08836, 2.20973, -0.95145], [-1.03265, 2.52966, -2.38083], [-1.83954, 1.82571, -0.97917], [0.25480, 1.00196, 1.72356], [-0.96782, -0.26283, 1.65931], [0.35735, 0.29079, -2.50107], [1.66250, -1.97193, -0.59645], [1.66004, -0.46817, 2.93863], [1.54939, -2.02175, 1.14824], [0.19517, -0.90204, 3.53173], [-1.36823, -1.18082, -2.64601]], "lowdin_charge": [-0.09, -0.02, -0.29, -0.11, 0.10, -0.01, 0.16, 0.10, 0.12, 0.11, 0.11, 0.13, 0.14, 0.11, 0.09, 0.11, 0.08, 0.17], "homo_ev": -12.56, "molar_mass_g_mol": 103.1, "total_charge": 1, "homo_lumo_gap_ev": 8.0, "energy_ha": -343.420734}

---

{"formula": "C4H11N2O2", "method": "wB97M-V/def2-TZVPD", "symbols": ["C", "C", "C", "C", "N", "N", "O", "O", "H", "H", "H", "H", "H", "H", "H", "H", "H", "H", "H"], "coordinates": [[1.41745, -0.38316, -0.20451], [2.05177, -1.72678, 0.03338], [-3.12783, 0.22751, -0.77786], [-2.01979, 0.11161, 0.23820], [1.57992, 0.62613, 0.65565], [0.49178, -0.30411, -1.13332], [-1.49516, -1.05429, 0.53156], [-0.37602, 0.71442, -1.20266], [2.93363, -1.63959, 0.73004], [1.30899, -2.52872, 0.17212], [2.36808, -1.86019, -0.96162], [-3.33105, -0.74045, -1.19299], [-2.57899, 0.67194, -1.55453], [-3.97017, 0.76038, -0.40107], [-1.67080, 0.84850, 0.99807], [2.13449, 0.47880, 1.60520], [0.99823, 1.35210, 0.37377], [0.36032, -1.25778, -1.72347], [-1.73155, -1.88771, 0.05141]], "lowdin_charge": [-0.39, 0.02, 0.02, -0.08, 0.20, -0.10, 0.08, -0.16, 0.12, 0.10, 0.07, 0.10, 0.07, 0.10, 0.17, 0.21, 0.08, 0.23, 0.17], "homo_ev": -12.72, "molar_mass_g_mol": 119.1, "total_charge": 1, "homo_lumo_gap_ev": 8.7, "energy_ha": -418.633020}

---

{"formula": "C4H11N2OP", "method": "wB97M-V/def2-TZVPD", "symbols": ["C", "C", "C", "C", "N", "N", "O", "P", "H", "H", "H", "H", "H", "H", "H", "H", "H", "H", "H"], "coordinates": [[0.45549, -0.08815, -0.87458], [1.37936, 0.18283, 0.03610], [2.79560, -0.26527, -0.12463], [1.06505, 0.64428, 1.42089], [-2.40487, -0.89807, 0.68107], [-2.71111, -0.07199, -1.67514], [-2.03755, 1.65390, 0.26650], [-1.77631, 0.33232, -0.25677], [0.62194, -0.28548, -1.86944], [2.87584, -1.16828, -0.87655], [3.40682, 0.47241, -0.56380], [3.22700, -0.44364, 0.76241], [0.79871, 1.70013, 1.25449], [1.97864, 0.82779, 2.07227], [0.35904, 0.11051, 2.02051], [-2.66595, -0.60624, 1.69870], [-2.39430, -1.84220, 0.49493], [-2.63369, 0.67245, -2.41244], [-2.33970, -0.92729, -2.05454]], "lowdin_charge": [0.00, -0.45, -0.07, -0.09, -0.10, -0.13, -0.34, 0.52, 0.01, 0.13, 0.06, 0.02, 0.09, 0.09, 0.06, 0.11, 0.01, 0.06, 0.01], "homo_ev": -8.98, "molar_mass_g_mol": 134.1, "total_charge": 0, "homo_lumo_gap_ev": 9.7, "energy_ha": -685.074705}

---

{"formula": "C4H11N2S", "method": "wB97M-V/def2-TZVPD", "symbols": ["N", "C", "N", "C", "C", "C", "S", "H", "H", "H", "H", "H", "H", "H", "H", "H", "H", "H"], "coordinates": [[-0.43161, 1.86053, 0.84543], [0.72581, 1.58877, -0.01870], [0.60126, 0.84521, -1.34493], [0.49020, -0.57187, -1.35875], [-0.57862, -1.09539, -0.33438], [-0.20752, -1.56854, 1.09207], [-1.37411, -1.26605, 2.37342], [-0.28170, 1.52577, 1.82279], [-1.37634, 1.53839, 0.66185], [1.55631, 1.02124, 0.52476], [1.08630, 2.70150, -0.10516], [-0.15950, 1.22868, -1.89093], [1.54944, -1.17949, -1.36018], [0.11375, -0.88008, -2.31390], [-1.27137, -0.22444, -0.32589], [-1.15625, -1.86991, -0.87427], [0.67288, -0.98786, 1.45113], [0.04107, -2.66647, 1.15566]], "lowdin_charge": [-0.04, -0.29, -0.10, -0.30, -0.30, -0.86, 0.10, 0.04, 0.03, 0.11, 0.10, 0.09, 0.14, 0.07, 0.06, 0.09, 0.01, 0.03], "homo_ev": -2.29, "molar_mass_g_mol": 119.2, "smiles": "NCNCCC[S-]", "total_charge": -1, "homo_lumo_gap_ev": 6.2, "energy_ha": -666.669448}

---

In order of appearance, relative energy (zero: lowest compared OMol25 entry of this formula, charge and spin) = 1.028 1.708 1.158 0.806 5.592 2.370 3.903 4.539 1.092 2.099 eV.